# 1
Molecular formula: C2H3CuLiO2
Method: DFT, the ωB97M-V functional and the def2-TZVPD basis

Element x y z (Å)
1 H -0.17 -1.68 0.35
2 H 3.14 0.71 -0.04
3 O -1.54 -0.17 -0.15
4 C 0.80 0.22 0.03
5 O 1.99 -0.15 0.31
6 Li -1.57 1.67 0.09
7 H 0.65 1.25 -0.37
8 Cu -2.99 -1.23 -0.28
9 C -0.31 -0.62 0.07

HOMO energy (alpha / beta): -9.29 / -12.72 eV
LUMO energy (alpha / beta): -6.0 / -6.5 eV
Spin multiplicity: 3
Molar mass: 129.5 g/mol
DFT total energy: -1876.041323 a.u.
Net charge: +1
Relative energy (zero: lowest compared OMol25 entry of this formula, charge and spin): 227.4 kJ/mol

# 2
Molecular formula: C2H3F2N
Method: DFT, the ωB97M-V functional and the def2-TZVPD basis

Element x y z (Å)
1 N 0.39 -0.01 -0.06
2 C 0.00 0.13 1.27
3 C -0.88 0.59 0.41
4 H -1.88 0.70 0.24
5 F 1.34 1.14 -0.54
6 F 0.36 -1.65 -2.10
7 H 0.32 -0.81 -1.54
8 H 0.36 -0.08 2.31

HOMO energy: -11.00 eV
LUMO energy: -0.2 eV
Structure (SMILES): FN1C=C1.F
Molar mass: 79.0 g/mol
DFT total energy: -332.306645 a.u.
Net charge: 0
Relative energy (zero: lowest compared OMol25 entry of this formula, charge and spin): 396.9 kJ/mol

# 3
Molecular formula: C2H3F2NO
Method: DFT, the ωB97M-V functional and the def2-TZVPD basis

Element x y z (Å)
1 C 0.17 -0.57 -0.02
2 H -0.66 -1.03 -1.78
3 C -0.90 -0.41 -0.99
4 F 0.68 1.93 0.36
5 H -1.26 0.61 -1.10
6 F 1.42 0.74 2.05
7 H 1.22 -1.06 0.02
8 N 0.30 0.95 1.25
9 O -0.97 -1.17 0.21

HOMO energy: -9.46 eV
LUMO energy: 0.9 eV
Molar mass: 95.0 g/mol
DFT total energy: -407.480557 a.u.
Net charge: 0
Relative energy (zero: lowest compared OMol25 entry of this formula, charge and spin): 724.1 kJ/mol

# 4
Molecular formula: C2H3F2NO
Method: DFT, the ωB97M-V functional and the def2-TZVPD basis

Element x y z (Å)
1 O -0.14 0.58 -0.49
2 C -1.41 -0.06 -0.47
3 H -2.04 0.37 -1.37
4 C 1.00 0.19 0.29
5 F -2.01 0.16 0.76
6 F -1.20 -1.37 -0.63
7 N 2.19 0.70 0.22
8 H 0.68 -0.72 0.94
9 H 2.94 0.14 0.76

HOMO energy: -10.63 eV
LUMO energy: 1.0 eV
Structure (SMILES): [H]/N=C/OC(F)F
Molar mass: 95.0 g/mol
DFT total energy: -407.695983 a.u.
Net charge: 0
Relative energy (zero: lowest compared OMol25 entry of this formula, charge and spin): 158.5 kJ/mol